This record from OMol25 describes C2H3IO2 in the gas phase at a distorted geometry. The level of theory is the ωB97M-V functional and the def2-TZVPD basis.

Output
**Energy above the lowest of the compared OMol25 structures with the same formula, charge and spin**: 1.231 eV
**E**: -14317.37092 eV
**HOMO-LUMO gap**: 10.14 eV

```
! wB97M-V def2-TZVPD RIJCOSX def2/J DEFGRID3
* xyz 0 1
C 0.69 -1.10 0.45
C -0.43 0.80 -0.19
O 1.72 -0.56 0.19
O -0.53 -0.61 0.25
I -1.78 0.85 -1.80
H 0.66 -2.01 0.88
H -0.90 1.36 0.57
H 0.57 1.26 -0.36
*
```